# 1
12
Properties=species:S:1:pos:R:3 method="wB97M-V/def2-TZVPD" charge=+1 smiles=[NH3+]CCS multiplicity=1
N -1.186 0.699 -0.849
C 0.140 -0.152 -0.641
C 0.751 0.105 0.708
S 0.374 -1.104 1.935
H -1.339 0.533 -1.871
H -0.943 1.667 -0.618
H -1.837 0.244 -0.209
H -0.340 -1.227 -0.632
H 0.743 -0.026 -1.542
H 0.502 1.072 1.197
H 1.854 0.283 0.670
H 1.280 -2.093 1.851

# 2
10
Properties=species:S:1:pos:R:3 method="wB97M-V/def2-TZVPD" charge=-2 multiplicity=1
C -3.022 -0.773 0.234
C -5.346 -0.021 -0.091
C 1.399 -0.710 1.046
N -3.929 -0.096 0.523
O -6.006 -1.067 0.034
O -2.170 -1.469 -0.085
O -5.593 1.066 -0.505
F 1.958 -0.920 -0.304
F 2.581 -0.272 1.809
H 1.333 -1.910 1.486

# 3
19
Properties=species:S:1:pos:R:3 method="wB97M-V/def2-TZVPD" multiplicity=1
C 0.778 2.344 -0.204
C -3.274 1.428 -0.569
C -2.117 1.433 1.174
C -1.606 0.303 0.758
C -0.772 -0.788 1.267
C 0.712 -0.729 0.988
C 0.950 -0.245 -0.412
C 0.468 1.067 -0.816
N 1.056 3.401 0.113
N -3.046 2.079 0.531
S -2.521 -0.039 -0.784
H -3.872 1.883 -1.450
H -0.876 -0.768 2.318
H -1.148 -1.620 0.765
H 1.300 0.034 1.693
H 1.243 -1.682 1.065
H 2.041 -0.178 -0.538
H 0.478 -0.877 -1.148
H -0.332 1.024 -1.551

# 4
21
Properties=species:S:1:pos:R:3 method="wB97M-V/def2-TZVPD" multiplicity=1
C 3.247 0.176 -0.192
C 2.532 1.323 -0.683
C 2.163 -0.663 0.174
C -2.695 -0.320 -0.941
C -2.007 0.724 1.214
C -1.558 0.287 -0.107
N 1.206 1.222 -0.568
N 1.086 0.109 0.075
N 2.022 -1.979 0.496
O -0.624 -0.656 0.036
H 4.245 0.089 -0.121
H 3.088 2.236 -1.192
H -3.491 0.388 -0.743
H -2.467 -0.440 -1.958
H -2.926 -1.216 -0.433
H -1.945 -0.165 1.943
H -3.078 1.054 1.405
H -1.523 1.482 1.889
H -1.007 1.114 -0.695
H 2.684 -2.502 -0.091
H 1.048 -2.262 0.490

# 5
14
Properties=species:S:1:pos:R:3 method="wB97M-V/def2-TZVPD" smiles="C[C@@]1(C(N)=O)CO1" multiplicity=1
C 0.921 -1.284 0.079
C 0.327 0.066 -0.238
C -0.970 0.427 0.471
N -2.137 -0.185 0.148
O -0.894 1.210 1.402
C 1.169 1.234 -0.380
O 0.642 0.543 -1.537
H 1.939 -1.330 -0.321
H 0.950 -1.439 1.160
H 0.341 -2.091 -0.381
H -2.945 0.156 0.649
H -2.278 -0.676 -0.720
H 0.722 2.214 -0.250
H 2.213 1.154 -0.082

# 6
96
Properties=species:S:1:pos:R:3 method="wB97M-V/def2-TZVPD" s_squared=0.76 multiplicity=2
Ta 1.609 0.473 -0.090
O 0.160 1.752 1.278
C 0.254 2.048 2.487
C 1.450 1.957 3.239
C 1.463 2.433 4.515
C 2.631 2.581 5.186
C 3.771 2.148 4.563
C 3.814 1.661 3.295
C 2.638 1.584 2.572
O 2.605 1.354 1.316
N 2.590 3.147 6.514
O 3.551 3.750 6.895
O 1.624 2.937 7.225
H -0.664 2.446 2.922
H 0.584 2.681 5.130
H 4.695 2.270 5.167
H 4.663 1.345 2.776
O 0.561 -2.672 -2.476
C 0.656 -2.131 -1.432
O 1.272 -0.940 -1.356
C -0.020 -2.611 -0.210
C -0.644 -3.848 -0.236
C -1.492 -4.297 0.880
C -1.616 -3.574 2.026
C -0.871 -2.384 2.107
C -0.158 -1.841 1.014
O 0.388 -0.628 1.018
N -0.761 -1.824 3.507
O -0.878 -2.596 4.473
O -0.526 -0.652 3.624
N -2.267 -5.530 0.665
O -3.181 -5.682 1.443
O -2.007 -6.275 -0.276
H -0.506 -4.454 -1.099
H -2.183 -3.940 2.845
O 4.843 2.024 -2.406
S 4.376 0.661 -2.345
O 3.451 0.191 -3.327
N 3.686 0.223 -0.906
C 4.248 -0.796 -0.266
S 3.200 -1.516 0.883
C 5.567 -1.101 -0.850
C 6.583 -1.859 -0.294
C 7.857 -1.709 -0.862
C 8.075 -0.951 -2.012
C 7.014 -0.250 -2.604
C 5.780 -0.386 -2.001
H 6.445 -2.286 0.677
H 8.744 -2.200 -0.460
H 9.032 -0.943 -2.495
H 7.134 0.279 -3.509
C -2.676 2.848 -1.012
Ge -2.753 0.842 -0.508
C -4.093 0.634 0.922
C -3.596 0.461 2.220
C -4.483 0.002 3.212
C -5.800 -0.039 3.005
C -6.289 0.209 1.764
C -5.451 0.460 0.704
C -3.185 -0.335 -1.977
C -2.673 0.105 -3.213
C -2.778 -0.688 -4.331
C -3.450 -1.894 -4.303
C -4.029 -2.384 -3.136
C -4.828 -3.567 -3.150
C -5.220 -4.126 -1.968
C -4.844 -3.488 -0.765
C -4.226 -2.271 -0.723
C -3.758 -1.682 -1.922
H -3.012 2.995 -2.065
H -1.630 3.203 -1.045
H -3.324 3.403 -0.281
H -2.573 0.627 2.524
H -4.107 -0.156 4.213
H -6.522 -0.305 3.787
H -7.385 0.110 1.588
H -5.848 0.494 -0.305
H -2.095 1.016 -3.342
H -2.278 -0.403 -5.253
H -3.576 -2.491 -5.191
H -5.088 -3.958 -4.129
H -5.769 -5.068 -1.954
H -5.084 -3.975 0.177
H -4.022 -1.773 0.204
F 1.723 6.606 -4.138
C 1.566 5.498 -3.426
C 2.334 5.236 -2.299
F 3.133 6.212 -1.833
C 2.146 4.053 -1.529
F 2.906 3.751 -0.433
C 1.338 3.034 -2.012
O 1.243 1.852 -1.403
C 0.557 3.284 -3.159
F -0.197 2.313 -3.649
C 0.616 4.527 -3.780
F -0.160 4.756 -4.820

DFT total energy: -533.65254; -595.07891; -817.14439; -474.54061; -361.82196; -6393.53190 (Eh)
ΔE to the lowest compared entry with this formula, charge and spin: 72.2; 0.0; 618.5; 592.2; 154.6; 181.3 (kJ/mol)